DFT (wB97M-V/def2-TZVPD) results for C36H34CoN6O3S6Si as an isolated structure in a non-equilibrium geometry.

Calculated values
Total charge: -2
Largest force on an atom: 0.038 Eh/bohr
Multiplicity: 4
Gap between HOMO and LUMO (alpha / beta): 3.59 / 3.60 eV
LUMO (alpha / beta): 0.1290 / 0.1294 Eh

Structure (XYZ):
```
87
Properties=species:S:1:pos:R:3:forces:R:3:lowdin_charge:R:1
S 1.050169 -2.407341 4.858731 0.1 0.7 -0.3 -0.379
H -2.424956 2.444033 3.819704 0.0 0.0 0.0 0.120
H -0.290884 5.901099 2.490084 0.0 0.0 0.0 0.096
C -3.823442 -1.436253 -1.931809 -0.1 0.1 0.0 -0.186
C 1.170840 -5.861994 -2.420064 0.0 0.0 0.0 -0.050
H 1.467676 1.326128 3.143969 -0.1 0.0 0.0 0.111
C -1.544341 2.960583 -0.845320 -0.4 0.0 -0.1 -0.109
C 1.220252 -6.378034 -1.125624 0.0 0.0 0.0 -0.328
H -0.254630 -2.590626 -0.886957 0.0 -0.1 0.0 -0.032
H 2.874025 3.297324 3.744638 0.0 0.0 0.1 0.102
C -0.545179 0.231204 -2.955327 0.0 -0.1 0.0 -0.282
C 1.931862 -5.693985 -0.141354 0.0 0.0 0.1 -0.016
H -1.477931 -3.830147 -1.138881 -0.1 0.0 0.0 0.034
H 0.384616 -7.715427 0.151983 -0.1 0.0 0.0 0.082
Si -2.555834 -1.692236 -0.533832 0.1 -0.3 0.1 0.380
C -4.171098 0.504218 1.014323 0.0 0.1 0.0 -0.063
C 2.583821 -4.515020 -0.444507 0.0 0.1 -0.1 -0.046
C 1.874177 3.446247 3.354057 0.0 0.0 -0.1 -0.078
O 4.435547 -2.350502 -1.173447 0.1 0.1 0.0 -0.330
C -4.930863 1.176513 1.957297 0.0 0.0 0.0 -0.122
N -0.427900 2.358706 -0.533231 0.9 0.2 -0.1 0.099
N 1.844668 1.061158 0.123494 0.9 0.9 -0.2 0.053
H 5.086993 0.382749 0.526062 0.0 0.0 0.0 0.114
S 3.328589 -2.475034 -2.090155 -0.1 -0.3 0.0 0.539
H -4.779806 -1.025093 -1.596448 0.0 0.0 0.0 0.001
O -0.781255 1.372640 2.092486 -0.6 0.0 -0.2 -0.102
C -0.215399 -0.093807 -4.220351 0.0 0.0 -0.1 -0.438
C 1.948113 2.368150 -0.223119 -0.2 -0.1 0.0 -0.126
H -0.739536 0.149358 -5.130829 0.0 0.0 0.1 0.044
C 2.040318 5.106170 -0.907310 -0.3 0.1 -0.1 -0.037
N -1.973465 -0.198330 0.131620 -0.7 0.6 0.0 -0.130
C 1.374055 4.733710 3.188385 0.0 0.0 -0.1 -0.113
H -0.438020 6.086469 -1.529265 0.0 0.0 0.0 0.113
H 4.123205 4.972283 -0.634366 0.0 -0.1 0.0 0.110
H 2.829295 -0.649849 0.642705 -0.1 0.0 0.1 0.051
H -4.677476 -0.060240 0.244217 0.0 0.0 0.0 0.070
C 0.727419 3.064207 -0.565181 0.0 0.0 0.0 -0.121
C 3.173467 4.449582 -0.610179 0.3 -0.2 0.0 -0.029
Co -0.026620 0.297806 0.115123 -0.9 -1.6 0.6 0.465
C 2.532879 -4.011176 -1.739230 0.2 -0.2 -0.1 -0.290
N 0.295104 -0.228238 -1.968844 -0.2 0.4 -0.2 -0.039
C -2.181306 1.311233 2.036469 0.0 0.1 0.0 -0.205
C 1.826892 -4.681100 -2.728358 0.1 0.0 0.1 -0.071
H 1.967646 5.594932 3.471502 0.0 0.0 0.0 0.088
N 0.605878 -7.605875 -0.825731 0.1 0.0 0.0 0.077
H -1.638327 3.940530 1.830152 0.0 0.0 0.1 0.113
C -1.238791 -2.777499 -1.317217 0.2 0.2 -0.2 -0.185
N 2.227610 -1.435988 -1.658235 -0.1 0.5 0.0 -0.118
H 1.954631 -6.081316 0.871117 0.0 0.1 0.0 0.115
S 1.249149 -1.022780 -4.236620 0.0 0.0 0.2 1.001
C 0.777979 4.423994 -0.906360 0.1 -0.1 0.0 -0.150
C -2.751616 0.504922 1.013544 0.1 -0.2 -0.1 -0.320
C 1.109803 2.342433 3.009251 0.2 0.0 0.1 0.004
C -0.158096 2.525105 2.470318 0.2 -0.1 0.2 -0.279
H -4.175612 -2.214645 1.314172 0.0 -0.1 0.0 0.015
H -2.592252 -2.958679 1.566566 0.0 0.0 -0.1 0.033
H -3.732108 -3.673969 0.407195 0.0 0.1 0.0 0.023
H 0.604699 -6.387793 -3.182736 0.0 0.0 0.0 0.100
C 4.325945 2.318837 0.013593 0.1 0.0 0.0 -0.010
H 1.807165 -4.271921 -3.731189 0.0 0.0 0.0 0.100
S 0.923382 -4.405495 4.595442 -0.2 -0.4 0.0 -0.427
H -4.028191 -2.394504 -2.423056 0.0 0.0 0.0 0.020
C 1.311376 -0.916027 -2.459160 0.2 -0.3 -0.1 -0.679
H 3.130949 -3.966504 0.311936 -0.1 -0.1 0.0 0.117
H -4.903733 2.374891 3.754344 0.0 0.0 0.0 0.083
H -1.421431 0.792369 -2.661908 0.0 0.0 0.0 0.086
C -4.322011 1.882138 2.985342 0.0 0.0 0.0 -0.123
H -1.171526 -2.616406 -2.401286 0.0 0.0 0.1 0.027
C -0.662660 3.807220 2.277295 -0.1 0.0 0.0 -0.037
S 0.540906 -1.669171 1.576535 0.6 0.2 -0.5 0.040
C 4.218929 0.993090 0.320514 0.1 0.0 0.1 -0.008
C 2.948022 0.393876 0.383382 0.1 -0.2 0.0 -0.114
C -3.351977 -2.728847 0.811270 -0.1 0.0 0.1 -0.165
H -2.441867 2.350322 -0.792919 0.0 0.0 0.0 0.118
H -0.187109 -7.817291 -1.410264 0.0 0.0 0.0 0.072
H 5.290498 2.812959 -0.026971 0.0 0.0 0.0 0.112
C -1.592344 4.311622 -1.216108 -0.1 0.1 0.0 -0.039
S -0.122499 -1.304760 3.494003 -0.2 -0.3 0.6 -0.178
H -6.013675 1.132000 1.897405 0.0 0.0 0.0 0.089
C 3.161640 3.055184 -0.270019 0.0 0.0 0.0 -0.147
H -3.412077 -0.755713 -2.685841 0.0 -0.1 0.0 0.007
C 0.106175 4.903795 2.645260 0.1 -0.1 0.0 -0.094
H -2.542856 4.760464 -1.471663 0.0 0.0 0.0 0.103
C -2.933666 1.926949 3.015832 0.0 0.0 0.0 -0.039
C -0.433713 5.040780 -1.241994 -0.1 0.1 -0.1 -0.017
H 2.071111 6.158134 -1.167594 -0.1 0.0 0.0 0.107
O 3.630606 -2.448505 -3.510461 -0.1 0.0 -0.1 -0.383
```
Forces are in eV/Å.


DFT (wB97M-V/def2-TZVPD) results for C22H43HgIN2SSi as an isolated structure in a non-equilibrium geometry.

Calculated values
Total charge: +2
Largest force on an atom: 0.110 Eh/bohr
Gap between HOMO and LUMO: 2.08 eV
LUMO: -0.4320 Eh

Structure (XYZ):
```
71
Properties=species:S:1:pos:R:3:forces:R:3:lowdin_charge:R:1
S 2.909148 -2.631757 6.606477 0.0 -0.9 -4.0 0.911
H -4.874995 3.416846 0.075128 -0.4 -0.7 -0.7 0.099
C 0.168624 -0.779199 3.141638 0.0 -0.3 0.5 -0.361
C -4.284149 2.926445 -1.981039 0.4 0.5 1.3 -0.205
C 0.147238 -0.532557 -4.001776 1.0 0.2 -0.8 -0.206
H 2.562288 -0.721878 -0.283048 -0.4 -1.0 0.7 0.144
H 0.862410 -0.812292 0.358795 0.9 -0.6 0.1 0.103
C -0.524897 2.589655 -2.867829 0.5 0.0 -0.8 -0.210
H 5.817087 0.247046 3.328293 -0.6 -1.0 -0.2 0.132
H -0.396742 0.179649 3.310403 0.5 -1.0 -0.3 0.096
H -4.054120 0.697854 -0.773227 -0.7 0.2 0.7 0.085
H 0.128814 -1.947600 -1.583706 1.1 0.1 0.4 0.114
C 2.095736 -1.674718 -2.644447 -0.8 -0.2 -0.5 -0.191
H -3.864340 2.393663 1.618479 -0.2 -1.1 -0.1 0.099
Si 2.814062 -1.903327 2.682773 0.5 1.3 -0.2 0.486
C 2.183369 -2.576413 0.961179 3.1 2.7 -0.1 -0.309
H -1.880351 1.153333 1.823184 -0.5 -0.8 -0.3 0.058
N 2.557516 -3.312428 3.836289 0.8 1.8 0.6 -0.115
H -2.391472 0.111437 0.415950 -0.3 0.2 1.0 0.054
C 2.816511 -2.971089 5.035698 -1.1 -1.0 2.4 -0.764
H 0.709936 -2.673553 -4.093895 0.6 0.7 0.1 0.112
Hg 1.361497 -4.534237 2.061610 0.2 -3.7 4.3 1.406
C 4.661322 -1.532553 2.441060 0.9 -0.6 0.4 -0.206
C 1.714710 -1.423345 -0.025706 -1.5 -1.0 -1.1 -0.185
C 0.791314 0.873551 -4.386845 -0.8 -0.5 1.0 -0.204
H -2.839022 -0.389894 2.140980 0.4 0.7 -0.7 0.062
H 3.093238 -3.044563 0.472759 -1.1 0.0 0.4 0.118
H 1.815490 0.313175 2.194696 0.2 -0.6 1.1 0.070
C 1.714490 -0.397475 3.069785 -1.3 -0.3 -0.5 -0.762
H -0.199570 -1.237056 2.173774 0.5 0.7 0.8 0.093
H -0.058390 2.785673 -5.055946 -0.4 -0.5 0.8 0.118
H 2.941878 -2.409040 -2.753353 -0.6 1.0 0.2 0.117
H -2.372660 2.159057 -1.125182 -0.5 0.8 -0.2 0.078
H -1.474218 4.567912 -2.709247 -0.6 -0.8 -0.1 0.112
H 5.185409 -2.538591 2.392665 -0.5 0.9 0.0 0.108
I 2.215036 0.674766 4.886190 0.0 -0.1 -0.6 0.979
H 1.294001 0.847959 -5.391954 -0.5 -0.1 1.0 0.118
H 1.332743 -3.380119 1.082860 -1.1 3.2 -3.5 -0.099
H -6.220763 2.658979 -0.885466 1.0 0.0 0.2 0.108
H -0.627795 -0.755594 -4.777518 0.6 0.0 0.7 0.116
C -4.049693 1.315151 1.378739 0.0 -1.1 -0.6 -0.224
H 4.888231 -1.030916 1.457158 -0.5 -0.4 1.0 0.101
H -4.648486 3.915745 -2.363828 0.3 -1.0 0.0 0.117
C -0.332668 1.978753 -4.323435 0.2 0.3 0.1 -0.216
H -1.298979 -1.592250 4.548920 1.0 -0.5 -0.2 0.099
H -0.538647 1.719387 -2.144307 -0.2 0.9 -0.5 0.086
N 5.424905 -1.137468 4.820666 -0.2 0.5 -1.8 0.075
H -2.401364 3.336743 -3.716011 0.5 0.5 0.9 0.106
C 1.225784 -2.102933 -1.386713 0.5 -0.4 -0.5 -0.190
C -5.119601 2.613997 -0.672575 0.0 -0.5 -0.3 -0.205
C -0.224652 -1.790576 4.289552 -0.3 0.2 0.0 -0.132
H -0.367699 -0.432315 -3.006155 0.4 -0.1 -0.9 0.091
H 0.400601 3.201844 -2.652482 -0.9 -0.7 0.0 0.111
C -4.754146 1.187793 -0.042467 -0.1 0.9 -0.1 -0.202
C 1.243555 -1.691720 -3.985852 -0.7 0.5 0.5 -0.190
H -1.333790 1.570879 -4.655648 1.1 0.2 0.2 0.114
C 5.346664 -0.741726 3.601654 0.3 0.5 0.4 -0.304
H -0.114847 -2.876619 3.978153 -0.3 1.0 0.2 0.039
H 1.918229 -1.551896 -4.870376 -0.6 -0.2 0.8 0.118
H 5.934284 -0.396289 5.323226 -0.2 -0.6 0.1 0.077
H -5.686741 0.561081 0.038261 1.0 0.6 -0.1 0.109
H 1.363666 -3.219512 -1.273210 -0.3 1.0 -0.2 0.101
H -4.384411 2.117848 -2.761483 0.0 0.9 0.8 0.120
H -4.748223 0.861125 2.133775 0.7 0.8 -0.5 0.103
C -1.818967 3.505160 -2.766058 0.2 -0.8 0.1 -0.185
C -2.768560 3.121192 -1.553153 0.1 0.0 -0.5 -0.205
H 1.574123 1.070405 -3.594264 -0.6 0.2 -1.0 0.100
H 0.372129 -1.680242 5.231776 -0.5 0.1 -0.9 0.028
C -2.687335 0.473870 1.437268 -0.5 0.7 0.3 -0.135
H -2.713154 3.903372 -0.742246 -0.1 -0.8 -0.8 0.118
H 2.469407 -0.627606 -2.499367 -0.1 -0.9 -0.1 0.100
```
Forces are in eV/Å.